Record 1
# CH4O2

The molecule CH4O2 at a distorted geometry (ωB97M-V/def2-TZVPD, the OMol25 dataset).

The geometry in XYZ format:
```
7
Properties=species:S:1:pos:R:3
C 0.252 0.428 0.018
O 1.163 -0.578 0.023
O -1.290 -0.346 0.110
H 0.264 1.222 0.786
H 0.194 0.847 -1.006
H 1.250 -1.289 0.777
H -1.834 -0.285 -0.707
```

**ΔE to the lowest compared entry with this formula, charge and spin**: 22.7 kcal/mol
**Frontier orbital gap**: 0.409 hartree
**LUMO energy**: 0.8550 eV
**Largest force on an atom**: 0.084 hartree/bohr
**HOMO**: -0.37783 hartree
**Total energy**: -190.914160 hartree


Record 2
# C3H10N4

The molecule C3H10N4 at a distorted geometry (ωB97M-V/def2-TZVPD, the OMol25 dataset).

The geometry in XYZ format:
```
17
Properties=species:S:1:pos:R:3
C -0.346 0.880 0.276
C -1.122 0.467 1.507
C 0.403 -0.098 -0.422
N -0.051 -2.196 -1.421
N 1.745 -0.136 -0.666
N 0.173 2.212 0.397
N -0.450 -0.841 -1.177
H -1.365 -0.265 -0.738
H -0.541 -2.516 -2.248
H -0.312 -2.801 -0.643
H 2.361 0.178 0.066
H 2.061 -0.873 -1.280
H 0.697 2.387 1.251
H 0.735 2.484 -0.398
H -2.068 1.010 1.547
H -1.353 -0.600 1.524
H -0.568 0.708 2.425
```

**ΔE to the lowest compared entry with this formula, charge and spin**: 67.5 kcal/mol
**Frontier orbital gap**: 0.271 hartree
**LUMO energy**: 0.8310 eV
**Largest force on an atom**: 0.050 hartree/bohr
**HOMO**: -0.24040 hartree
**Total energy**: -339.220343 hartree


Record 3
# CH7N2

A cluster of 2 separate species, CH7N2 in total (ωB97M-V/def2-TZVPD, the OMol25 dataset).

The geometry in XYZ format:
```
10
Properties=species:S:1:pos:R:3
N 1.158 -0.526 1.102
H 0.541 -0.204 0.193
H 1.268 0.228 1.776
H 0.658 -1.276 1.574
H 2.080 -0.855 0.829
C -1.482 0.600 -0.889
N -0.301 0.157 -1.009
H -1.999 0.452 0.053
H -2.010 1.096 -1.697
H 0.088 0.328 -1.932
```

**Charge**: +1
**ΔE to the lowest compared entry with this formula, charge and spin**: 0.8 kcal/mol
**Frontier orbital gap**: 0.457 hartree
**LUMO energy**: -3.5295 eV
**Largest force on an atom**: 0.008 hartree/bohr
**HOMO**: -0.58631 hartree
**Total energy**: -151.549719 hartree


Record 4
# C2H2N2O2S

A structure of composition C2H2N2O2S at a distorted geometry (ωB97M-V/def2-TZVPD, the OMol25 dataset).

The geometry in XYZ format:
```
9
Properties=species:S:1:pos:R:3
C 0.948 -1.229 0.166
C 0.428 -0.059 -0.549
N 1.447 -2.024 0.863
N -1.318 0.085 0.017
O -2.096 -0.263 -0.811
O -1.554 0.517 1.078
S 1.324 1.521 -0.119
H 0.146 -0.070 -1.646
H 0.675 1.523 1.000
```

**ΔE to the lowest compared entry with this formula, charge and spin**: 87.3 kcal/mol
**Frontier orbital gap (alpha / beta)**: 0.241 / 0.217 hartree
**LUMO energy (alpha / beta)**: -0.4627 / -4.5372 eV
**Multiplicity**: 3
**Largest force on an atom**: 0.165 hartree/bohr
**HOMO (alpha / beta)**: -0.25751 / -0.38343 hartree
**Total energy**: -735.282402 hartree


Q: Which of these has the highest ΔE to the lowest compared entry with this formula, charge and spin?
A: C2H2N2O2S


Q: Look up the largest force on an atom of the fourth one.
A: 0.165 hartree/bohr